[1]
Entry from the Open Molecules 2025 dataset: 2 unconnected molecules or ions with the total composition CH4NO at a distorted geometry (the ωB97M-V functional and the def2-TZVPD basis).

Cartesian coordinates (Å):
1 C 0.53103 -0.43366 -0.12796
2 N -0.84016 0.38171 -0.28261
3 O -1.73349 -0.17401 0.32421
4 H 0.67461 -0.78256 0.87542
5 H 0.51194 -1.13857 -0.97639
6 H 1.48377 0.16185 -0.15421
7 H -0.62771 1.98524 0.34154

Forces on the atoms, in the same order (eV/Å):
C 0.45 1.98 -0.10
N 2.60 1.61 -1.78
O -1.74 -1.49 1.53
H -0.74 -1.26 0.56
H 0.01 -0.13 0.77
H -1.00 0.25 -0.90
H 0.42 -0.96 -0.09

Summary:
Maximum force (eV Å⁻¹): 3.54
LUMO level (spin up / spin down) (hartree): 0.1836 / 0.1842
HOMO (spin up / spin down) (hartree): -0.04242 / -0.03796
Net charge: -1
Gap between HOMO and LUMO (spin up / spin down) (Eh): 0.2261 / 0.2221

Per-atom natural (NBO) charges, elementary charge units:
1 C -0.543
2 N -0.050
3 O -0.574
4 H 0.168
5 H 0.170
6 H 0.169
7 H -0.340

***

[2]
Entry from the Open Molecules 2025 dataset: 2 unconnected molecules or ions with the total composition CH4NO at a distorted geometry (the ωB97M-V functional and the def2-TZVPD basis).

Cartesian coordinates (Å):
1 O 0.86492 -2.13986 0.98717
2 H 1.74046 -2.20728 0.66418
3 C -0.74822 0.53762 -0.37987
4 N -0.43385 1.79350 -0.64950
5 H -1.67584 -0.00220 -0.69305
6 H 0.08737 -0.08687 -0.00861
7 H 0.16516 2.10509 0.07968

Forces on the atoms, in the same order (eV/Å):
O -1.55 0.40 0.39
H 1.51 -0.17 -0.52
C 2.17 1.59 -0.97
N -3.91 -2.12 0.44
H 0.78 0.79 -0.45
H -0.99 -0.43 1.11
H 1.98 -0.07 0.01

Summary:
Maximum force (eV Å⁻¹): 4.47
LUMO level (hartree): 0.1727
HOMO (hartree): -0.08607
Net charge: -1
Gap between HOMO and LUMO (Eh): 0.2588

Per-atom natural (NBO) charges, elementary charge units:
1 O -1.366
2 H 0.386
3 C -0.029
4 N -0.706
5 H 0.146
6 H 0.239
7 H 0.330

***

[3]
Entry from the Open Molecules 2025 dataset: 2 unconnected molecules or ions with the total composition CH4NO2 at a distorted geometry (the ωB97M-V functional and the def2-TZVPD basis).

Cartesian coordinates (Å):
1 C 0.27410 -0.62697 0.69608
2 N -0.23698 0.19736 -0.31631
3 O -0.00929 1.29690 -2.11363
4 O 0.41687 0.43259 -1.33965
5 H -0.36774 -0.36582 1.53241
6 H -0.03225 -1.69374 0.59351
7 H 1.28292 -0.37027 1.07947
8 H -1.32762 1.12995 -0.13188

Forces on the atoms, in the same order (eV/Å):
C -0.42 -1.15 2.51
N -4.50 3.78 1.08
O -0.11 0.38 -0.37
O 0.74 -0.06 -1.02
H -0.08 0.18 0.34
H 0.92 0.51 -0.57
H -0.27 -0.45 -0.96
H 3.72 -3.19 -1.01

Summary:
Maximum force (eV Å⁻¹): 5.98
LUMO level (hartree): -0.3027
HOMO (hartree): -0.64427
Net charge: +1
Gap between HOMO and LUMO (Eh): 0.3416

Per-atom natural (NBO) charges, elementary charge units:
1 C -0.517
2 N -0.012
3 O -0.080
4 O 0.253
5 H 0.270
6 H 0.295
7 H 0.293
8 H 0.499

***

[4]
Entry from the Open Molecules 2025 dataset: 2 unconnected molecules or ions with the total composition CH4NO2S at a distorted geometry (the ωB97M-V functional and the def2-TZVPD basis).

Cartesian coordinates (Å):
1 C 1.09292 -0.53399 -0.40410
2 N 0.18833 0.42424 0.31071
3 O 2.07766 3.37903 -0.08119
4 O -0.23295 3.83920 -0.14743
5 S 0.81106 2.90498 -0.64985
6 H 0.58673 -1.50032 -0.36285
7 H 1.12278 -0.17604 -1.53703
8 H 2.18071 -0.60349 -0.04249
9 H 0.45277 0.34937 1.30572

Forces on the atoms, in the same order (eV/Å):
C -0.22 2.06 -1.03
N 1.27 0.40 -0.40
O 0.30 -1.02 -0.61
O 0.25 -1.61 -1.03
S -0.78 1.26 2.13
H 0.46 -0.48 -0.29
H 0.09 -0.90 1.99
H -1.28 -0.01 -0.39
H -0.10 0.31 -0.39

Summary:
Maximum force (eV Å⁻¹): 2.60
LUMO level (spin up / spin down) (hartree): 0.1475 / 0.1474
HOMO (spin up / spin down) (hartree): -0.09240 / -0.09828
Net charge: -1
Gap between HOMO and LUMO (spin up / spin down) (Eh): 0.2399 / 0.2457

Per-atom natural (NBO) charges, elementary charge units:
1 C -0.439
2 N -0.972
3 O -0.951
4 O -0.946
5 S 1.575
6 H 0.156
7 H 0.147
8 H 0.139
9 H 0.291

***

[5]
Entry from the Open Molecules 2025 dataset: a gas-phase ion, CH4NO2S (charge -1) at a distorted geometry (the ωB97M-V functional and the def2-TZVPD basis).

Cartesian coordinates (Å):
1 C -0.40441 -0.20142 0.28511
2 N -1.59455 -0.65688 -0.58113
3 O 1.77019 2.06416 0.42039
4 O 2.64844 -0.23013 -0.27404
5 S 1.67440 0.53896 0.50476
6 H -1.93475 0.16250 -0.98018
7 H -0.03754 -1.02486 0.88778
8 H -0.75329 0.62634 1.02776
9 H -1.36849 -1.27869 -1.29045

Forces on the atoms, in the same order (eV/Å):
C -0.60 1.02 0.40
N 1.36 0.89 3.36
O -0.20 -2.34 -0.81
O 0.14 0.15 -1.05
S -0.77 1.88 1.79
H -0.85 1.48 -1.04
H -0.27 -0.42 0.08
H 0.26 -1.43 -1.31
H 0.92 -1.24 -1.43

Summary:
Maximum force (eV Å⁻¹): 3.73
LUMO level (hartree): 0.1591
HOMO (hartree): -0.08994
Net charge: -1
Gap between HOMO and LUMO (Eh): 0.2491

Per-atom natural (NBO) charges, elementary charge units:
1 C -0.526
2 N -0.869
3 O -1.028
4 O -1.019
5 S 1.448
6 H 0.338
7 H 0.153
8 H 0.163
9 H 0.340

***

[6]
Entry from the Open Molecules 2025 dataset: 2 unconnected molecules or ions with the total composition CH4NO2Si at a distorted geometry (the ωB97M-V functional and the def2-TZVPD basis).

Cartesian coordinates (Å):
1 C -4.05970 -0.09799 0.01534
2 N 0.38770 -0.77966 0.68187
3 O -4.19224 -1.22625 -0.20022
4 O -4.43902 0.98757 0.24818
5 Si -0.77006 0.47678 -0.07823
6 H 1.14599 -0.29556 1.13328
7 H 0.84156 -1.27104 -0.08846
8 H -0.23185 0.43255 -1.41485
9 H -0.02175 1.75441 0.37118

Forces on the atoms, in the same order (eV/Å):
C -1.19 1.51 0.40
N -0.23 -0.09 -0.42
O 0.84 -1.71 -0.39
O 0.75 0.37 0.02
Si -0.60 -0.29 1.57
H 0.24 0.17 0.24
H -0.14 -0.03 0.20
H 0.51 0.13 -1.53
H -0.17 -0.06 -0.08

Summary:
Maximum force (eV Å⁻¹): 1.97
LUMO level (hartree): 0.1403
HOMO (hartree): -0.07775
Net charge: -1
Gap between HOMO and LUMO (Eh): 0.2180

Per-atom natural (NBO) charges, elementary charge units:
1 C 1.002
2 N -1.280
3 O -0.571
4 O -0.583
5 Si 0.291
6 H 0.341
7 H 0.340
8 H -0.274
9 H -0.267

***

[7]
Entry from the Open Molecules 2025 dataset: 2 unconnected molecules or ions with the total composition CH4NO3 at a distorted geometry (the ωB97M-V functional and the def2-TZVPD basis).

Cartesian coordinates (Å):
1 N -0.46031 1.19959 0.17112
2 C -0.79682 -0.29513 0.30056
3 O 0.18212 -0.99975 0.01215
4 O -1.96650 -0.47147 0.69806
5 H -1.23671 1.71342 0.52943
6 H -0.03007 1.47249 -0.71735
7 H 1.53903 -0.26725 -1.07646
8 H 2.08837 0.87940 -0.31561
9 O 2.48970 0.16817 -0.88786

Forces on the atoms, in the same order (eV/Å):
N 0.61 -1.54 0.18
C -0.12 2.69 -0.16
O -0.61 -0.95 -0.29
O 0.98 -0.73 -0.08
H -0.40 0.61 -0.54
H -0.67 0.00 0.58
H 2.72 0.45 0.95
H 0.96 -0.91 -0.46
O -3.46 0.37 -0.17

Summary:
Maximum force (eV Å⁻¹): 3.49
LUMO level (hartree): 0.1626
HOMO (hartree): -0.16410
Net charge: -1
Gap between HOMO and LUMO (Eh): 0.3267

Per-atom natural (NBO) charges, elementary charge units:
1 N -1.002
2 C 0.894
3 O -0.791
4 O -0.779
5 H 0.361
6 H 0.350
7 H 0.505
8 H 0.465
9 O -1.002

***

[8]
Entry from the Open Molecules 2025 dataset: a gas-phase ion, CH4NO3 (charge +1) at a distorted geometry (the ωB97M-V functional and the def2-TZVPD basis).

Cartesian coordinates (Å):
1 C 1.14671 0.50371 0.25591
2 N -0.10473 -0.06469 -0.04968
3 O -0.99286 0.48871 0.47783
4 O -0.49497 -0.99143 -0.76565
5 O -1.67405 -1.33977 -0.73081
6 H 2.06034 0.37304 -0.34620
7 H 1.33743 0.28184 1.25607
8 H 0.90289 1.53070 0.16129
9 H -2.18076 -0.78212 -0.25876

Forces on the atoms, in the same order (eV/Å):
C 3.60 0.75 -2.01
N -3.00 2.10 1.65
O -2.24 1.90 2.29
O 9.35 -2.78 -3.99
O -3.98 -5.61 -2.87
H -0.83 -0.92 -0.19
H 0.27 -0.53 1.74
H 0.01 1.11 0.20
H -3.18 3.98 3.19

Summary:
Maximum force (eV Å⁻¹): 10.54
LUMO level (hartree): -0.2546
HOMO (hartree): -0.65243
SMILES: C[N+](=O)OO
Net charge: +1
Gap between HOMO and LUMO (Eh): 0.3978

Per-atom natural (NBO) charges, elementary charge units:
1 C -0.481
2 N 0.533
3 O -0.258
4 O 0.106
5 O -0.258
6 H 0.292
7 H 0.287
8 H 0.285
9 H 0.495

***

[9]
Entry from the Open Molecules 2025 dataset: a molecular structure, CH4NOP at a distorted geometry (the ωB97M-V functional and the def2-TZVPD basis).

Cartesian coordinates (Å):
1 C -0.55608 1.69833 -0.17164
2 N 0.41558 -1.11631 -0.76476
3 O 0.57903 1.54970 0.08471
4 P -1.09777 -0.65688 -0.13870
5 H -0.39264 -0.58379 1.12578
6 H 1.23494 -1.12078 -0.17284
7 H 0.32541 -1.59354 -1.63784
8 H -0.80617 2.90946 -0.17512

Forces on the atoms, in the same order (eV/Å):
C -0.96 0.54 0.33
N -1.80 0.30 0.23
O 2.41 0.12 0.24
P 1.60 1.49 0.65
H -1.27 0.29 -0.11
H -0.09 -0.13 -0.73
H 0.97 -0.20 -0.26
H -0.86 -2.41 -0.33

Summary:
Maximum force (eV Å⁻¹): 2.58
LUMO level (hartree): 0.0163
HOMO (hartree): -0.28141
Gap between HOMO and LUMO (Eh): 0.2978

Per-atom natural (NBO) charges, elementary charge units:
1 C 0.188
2 N -1.140
3 O -0.571
4 P 0.637
5 H -0.054
6 H 0.415
7 H 0.395
8 H 0.131

***

[10]
Entry from the Open Molecules 2025 dataset: 2 unconnected molecules or ions with the total composition CH4NOPS at a distorted geometry (the ωB97M-V functional and the def2-TZVPD basis).

Cartesian coordinates (Å):
1 O 3.32204 -2.05044 0.05179
2 C 2.57324 -1.16258 -0.03631
3 N 1.66435 -0.34056 -0.23544
4 P 0.32683 1.08136 -0.17213
5 H 0.93653 1.98359 -0.98147
6 H -0.56297 0.41823 -0.95100
7 S -2.82435 0.37793 0.23569
8 H -2.37501 -0.75279 0.46490
9 H -3.06065 0.44527 1.62396

Forces on the atoms, in the same order (eV/Å):
O 0.76 -0.20 0.28
C -4.40 3.17 -1.02
N 1.20 -0.36 0.42
P 2.73 -2.70 2.98
H 0.51 0.46 -1.46
H -0.18 -0.32 -1.36
S -2.14 2.96 1.48
H 1.42 -3.34 0.21
H 0.10 0.32 -1.54

Summary:
Maximum force (eV Å⁻¹): 5.52
LUMO level (hartree): 0.0078
HOMO (hartree): -0.34491
SMILES: O=C=NP.S
Gap between HOMO and LUMO (Eh): 0.3528

Per-atom natural (NBO) charges, elementary charge units:
1 O -0.536
2 C 0.847
3 N -0.867
4 P 0.623
5 H -0.045
6 H -0.039
7 S -0.269
8 H 0.118
9 H 0.167

***

[11]
Entry from the Open Molecules 2025 dataset: 3 unconnected molecules or ions with the total composition CH4NOPS2 at a distorted geometry (the ωB97M-V functional and the def2-TZVPD basis).

Cartesian coordinates (Å):
1 H -3.65957 -2.56531 1.62564
2 H -4.15600 -2.75026 2.10078
3 O -2.31354 -0.03709 2.16698
4 C -2.52964 0.03757 1.01462
5 S -2.54620 0.11602 -0.48289
6 N 3.66993 0.82960 -1.39527
7 P 2.10800 0.32425 -0.86491
8 S 1.13469 1.99019 -0.80898
9 H 4.41068 0.23444 -1.61289
10 H 3.88166 1.82060 -1.74308

Forces on the atoms, in the same order (eV/Å):
H 0.83 0.28 -0.80
H -0.84 -0.31 0.80
O -0.96 0.17 -1.56
C 1.55 -0.33 4.90
S -0.56 0.20 -3.34
N -1.81 2.35 -0.13
P 1.69 1.62 -0.68
S -0.15 -0.59 0.09
H 1.10 -1.46 -0.20
H -0.85 -1.92 0.93

Summary:
Maximum force (eV Å⁻¹): 5.15
LUMO level (hartree): -0.0230
HOMO (hartree): -0.33531
SMILES: [H][H].O=C=S.NP=S
Gap between HOMO and LUMO (Eh): 0.3123

Per-atom natural (NBO) charges, elementary charge units:
1 H -0.009
2 H 0.009
3 O -0.467
4 C 0.379
5 S 0.087
6 N -1.153
7 P 0.848
8 S -0.494
9 H 0.389
10 H 0.411

***

[12]
Entry from the Open Molecules 2025 dataset: a single CH4NP3S molecule at a distorted geometry (the ωB97M-V functional and the def2-TZVPD basis).

Cartesian coordinates (Å):
1 C 0.88175 -0.29693 0.38969
2 P 0.01063 0.28672 -1.22258
3 N 1.23410 0.77412 -2.38632
4 P 1.69198 -0.16619 -3.57517
5 S 0.89296 -1.81841 -3.69028
6 P -0.41976 -1.85818 -2.08705
7 H 1.90865 -0.54876 0.15524
8 H 0.18642 -1.22974 0.53643
9 H 0.91107 0.40221 1.32156
10 H -1.51871 -1.38769 -2.73069

Forces on the atoms, in the same order (eV/Å):
C -1.37 -0.15 0.21
P 0.67 -0.25 -0.28
N -0.80 -1.45 0.69
P 3.50 6.99 0.29
S -2.39 -5.62 -0.88
P 0.08 0.09 2.31
H 0.13 -0.51 0.07
H 1.69 1.58 0.41
H -0.53 -1.08 -1.93
H -0.98 0.39 -0.89

Summary:
Maximum force (eV Å⁻¹): 7.82
LUMO level (hartree): -0.0078
HOMO (hartree): -0.30788
SMILES: CP1N=P#S#[PH]1
Gap between HOMO and LUMO (Eh): 0.3000

Per-atom natural (NBO) charges, elementary charge units:
1 C -0.943
2 P 0.764
3 N -1.237
4 P 0.922
5 S -0.267
6 P 0.066
7 H 0.228
8 H 0.234
9 H 0.249
10 H -0.015